Model P:
Below is an isolated molecule of C2H6N4, with properties calculated with ωB97M-V/def2-TZVPD.

Calculated values
2S+1: 1
Frontier orbital gap, eV: 10.0626
Net charge: 0

Cartesian coordinates (Å):
H 0.1347 1.7234 -0.4246
N -0.7794 1.4200 -0.0326
C -0.8942 0.1513 -0.0848
N -1.9490 -0.4976 0.3580
N 0.2134 -0.7598 -0.2687
N 1.4657 -0.0683 -0.5617
C 2.1206 -0.0456 0.5474
H -2.1344 -1.4818 0.1488
H -2.8294 -0.1016 0.0891
H 0.0573 -1.4165 -1.0379
H 1.6928 -0.4675 1.4179
H 3.0653 0.4494 0.5666

Model Q:
Below is an isolated molecule of C2H6N4, with properties calculated with ωB97M-V/def2-TZVPD.

Calculated values
2S+1: 1
Frontier orbital gap, eV: 10.4630
Net charge: 0

Cartesian coordinates (Å):
H 2.7325 -0.8349 0.4976
N 2.6428 -0.0877 -0.2057
C 1.4028 0.2880 -0.2435
N 0.3739 -0.3495 0.5329
C -1.0145 -0.1276 0.0342
N -1.2761 1.1711 0.0016
N -1.8787 -1.0577 -0.2641
H -1.4052 -1.9385 -0.4381
H 0.9851 1.1367 -0.9447
H 0.6196 -1.3501 0.4969
H -1.0002 1.6989 0.8491
H -2.1819 1.4513 -0.3163

Model R:
Below is a cluster of 2 separate species, C2H6N4 in total, with properties calculated with ωB97M-V/def2-TZVPD.

Calculated values
2S+1: 1
Frontier orbital gap (alpha / beta), eV: 8.2416 / 8.2397
Net charge: 0

Cartesian coordinates (Å):
C -0.9419 1.0830 1.5989
C -0.5387 0.5460 0.2561
N 0.6258 -1.8827 -0.9943
N 0.6728 0.3899 -0.0419
N 1.1578 -1.4372 -2.0280
N 1.3728 -0.3619 -2.4429
H 1.1802 -2.5621 -0.4789
H -1.3660 0.2507 -0.4022
H 1.0100 0.3267 -1.2532
H -1.5423 1.9868 1.4683
H -0.0651 1.3100 2.1993
H -1.5655 0.3510 2.1188

Model S:
Below is a structure of composition C2H6N4, with properties calculated with ωB97M-V/def2-TZVPD.

Calculated values
2S+1: 1
Frontier orbital gap, eV: 10.0159
Net charge: 0

Cartesian coordinates (Å):
C -0.8618 0.9650 1.4543
C -0.0910 0.0497 0.6800
N -1.4500 1.7885 1.9697
N -0.6145 -1.2915 0.7597
N -0.5399 0.7903 -1.0343
N 1.2875 -0.0076 0.8932
H -1.2202 -1.6611 0.0605
H 0.1437 -1.9496 0.8727
H -0.8919 1.6950 -0.7546
H 0.3555 0.9356 -1.4969
H 1.7855 -0.4259 0.1427
H 1.6424 0.8095 1.3412

Quick ranking, most stable first: model Q, model P, model S, model R.

Model P:
Below is an isolated molecule of C3H10N2S, with properties calculated with ωB97M-V/def2-TZVPD.

Calculated values
2S+1: 1
Frontier orbital gap, eV: 9.9005
Net charge: 0

Cartesian coordinates (Å):
N -2.0100 -1.1935 0.9086
C -1.3758 -0.2823 0.0219
C -0.0344 0.2897 0.4188
N 0.9503 -0.8350 0.7767
C 0.4911 1.0420 -0.8560
S 2.2758 1.6257 -0.8394
H -1.6674 -1.0087 1.8692
H -1.5395 -2.1174 0.8366
H -2.0777 0.4751 0.0959
H -1.4078 -0.7059 -1.0360
H 0.0097 1.1240 1.1011
H 1.5170 -1.2445 -0.0224
H 1.6387 -0.2853 1.3247
H -0.0057 1.9581 -1.0576
H 0.4446 0.4442 -1.8034
H 2.7911 0.7138 -1.7385

Model Q:
Below is an isolated molecule of C3H10N2S, with properties calculated with ωB97M-V/def2-TZVPD.

Calculated values
2S+1: 1
Frontier orbital gap, eV: 9.7395
Net charge: 0

Cartesian coordinates (Å):
N -0.6627 2.0831 0.9836
C -0.8955 0.6995 0.6403
C 0.2698 0.1108 -0.1606
N 1.4487 0.0597 0.6831
C -0.1320 -1.2253 -0.7794
S 1.1857 -1.7613 -1.9456
H -1.4135 2.6912 0.7076
H -0.3751 2.2220 1.9356
H -1.0187 0.0645 1.5235
H -1.8145 0.5856 0.0689
H 0.4580 0.7908 -0.9881
H 2.3197 0.1966 0.1915
H 1.4982 -0.8050 1.2168
H -0.2460 -2.0303 -0.0520
H -1.0548 -1.1036 -1.3398
H 0.4327 -2.5783 -2.6854

Quick ranking, most stable first: model Q, model P.

Model P:
Below is an isolated molecule of C3H10N2S, with properties calculated with ωB97M-V/def2-TZVPD.

Calculated values
2S+1: 1
Frontier orbital gap, eV: 9.9132
Net charge: 0

Cartesian coordinates (Å):
N -2.2534 0.5119 -0.1993
C -0.9858 0.1823 -0.8347
C 0.1423 -0.2967 0.0692
N 0.1416 0.3151 1.3990
C 1.4784 0.0030 -0.6260
S 2.8885 -1.0154 -0.0609
H -2.3878 0.0407 0.6812
H -2.4402 1.4969 -0.1258
H -1.1537 -0.5103 -1.6559
H -0.6230 1.0818 -1.3419
H 0.1366 -1.3916 0.1814
H 0.5085 -0.3090 2.1008
H -0.7725 0.6366 1.6765
H 1.3922 -0.1302 -1.7014
H 1.7148 1.0462 -0.4445
H 2.2135 -1.6614 0.8821

Model Q:
Below is a cluster of 2 separate species, C3H10N2S in total, with properties calculated with ωB97M-V/def2-TZVPD.

Calculated values
2S+1: 1
Frontier orbital gap (alpha / beta), eV: 8.6846 / 7.7545
Net charge: 0

Cartesian coordinates (Å):
C 1.9357 0.8142 1.0763
C 1.2856 -0.4641 0.5205
C -2.7946 0.3762 -0.7459
N 0.1330 -1.0458 -1.4692
N 0.3604 -0.0936 -0.5389
S -2.6004 0.8942 0.8660
H 1.5587 1.6262 0.4466
H 1.6989 1.0641 2.0940
H 2.9728 0.8978 0.9851
H 2.1514 -1.0827 0.1624
H 0.8164 -0.9468 1.3127
H -3.1902 -0.6019 -1.1217
H -2.0375 1.0255 -1.2684
H 0.8032 -1.8372 -1.4594
H 0.1921 -0.6091 -2.3922
H -3.2856 -0.0172 1.5320

Quick ranking, most stable first: model P, model Q.

Model P:
Below is the ion C3H4NO with charge +1, with properties calculated with ωB97M-V/def2-TZVPD.

Calculated values
2S+1: 1
Frontier orbital gap, eV: 11.1317
Net charge: +1

Cartesian coordinates (Å):
C -1.6514 -0.5041 -0.0414
N -0.9995 0.4690 -0.0319
C 0.2906 0.8323 -0.0424
C 1.0590 -0.5306 -0.0684
O 0.4564 -1.5664 -0.0075
H -2.5064 -1.2384 0.1014
H 0.7835 1.2688 0.8600
H 0.4731 1.5529 -0.7608
H 2.0946 -0.2836 -0.0090

Model Q:
Below is the ion C3H4NO with charge +1, with properties calculated with ωB97M-V/def2-TZVPD.

Calculated values
2S+1: 1
Frontier orbital gap, eV: 10.2404
Net charge: +1

Cartesian coordinates (Å):
C -0.9127 0.0454 -0.3015
C 0.1433 -0.7901 -0.0825
N 1.2581 -1.1081 0.0746
C 2.3745 -0.2379 -0.2204
O 2.2595 0.8649 0.1144
H -0.7818 0.5936 0.6560
H -1.8544 -0.5641 -0.4696
H -0.9367 0.7018 -1.1457
H 3.3152 -0.5934 -0.6029

Model R:
Below is a cluster of 2 separate species, C3H4NO in total, with properties calculated with ωB97M-V/def2-TZVPD.

Calculated values
2S+1: 1
Frontier orbital gap, eV: 11.6378
Net charge: +1

Cartesian coordinates (Å):
C 0.0628 1.1938 -0.0194
C -3.4742 0.1693 -0.1250
C 0.2415 -1.2553 -0.0150
N 0.1106 -0.0494 0.0574
O -4.5670 -0.0843 0.0805
H -0.5781 1.8125 -0.5610
H 0.7170 1.9799 0.4928
H -0.3364 -1.7149 0.8073
H 0.9467 -1.4848 -0.8392

Model S:
Below is the ion C3H4NO with charge +1, with properties calculated with ωB97M-V/def2-TZVPD.

Calculated values
2S+1: 1
Frontier orbital gap (alpha / beta), eV: 8.0010 / 8.0000
Net charge: +1

Cartesian coordinates (Å):
C 0.1767 -1.0990 0.1095
C -1.0697 -1.0109 0.1779
C -1.0407 1.1807 0.0373
N 1.3784 -0.7996 -0.1543
O -1.6637 0.1188 -0.1842
H -0.0979 1.2367 0.5700
H -1.5541 2.0987 -0.2390
H 1.9875 -0.4357 0.5795
H 1.8834 -1.2897 -0.8966

Quick ranking, most stable first: model R, model P, model Q, model S.